Record 1
Below is an isolated molecule of C4H6N2OS at a distorted geometry, with properties calculated with ωB97M-V/def2-TZVPD.

```
14
Properties=species:S:1:pos:R:3
C -2.03 0.16 -0.29
C 1.21 -1.16 0.20
C 1.43 0.15 0.33
C 0.23 0.80 -0.23
H -2.38 -0.50 0.70
H -2.89 0.19 -1.30
H -1.78 1.33 -0.02
H 0.09 -2.15 -0.96
H 1.96 -1.93 0.71
H 2.16 2.13 1.30
N -0.57 -0.30 -0.71
N -0.12 -1.50 -0.23
O -0.24 1.95 -0.27
S 2.93 0.83 0.78
```

As for the multiplicity: 1. Its SMILES is Cn1[nH]cc(S)c1=O. Its orbital gap is 9.20 eV. The energy above the lowest of the compared OMol25 structures with the same formula, charge and spin is 121.4 kcal/mol. Its highest occupied orbital energy is -8.764 eV.

Record 2
Below is a structure of composition C26H37BrN6O5P2Ti at a distorted geometry, with properties calculated with ωB97M-V/def2-TZVPD.

```
78
Properties=species:S:1:pos:R:3
Ti -0.71 0.37 -1.17
Br -7.54 2.71 0.26
C -5.83 2.28 -0.41
C -5.17 3.17 -1.27
C -3.92 2.87 -1.75
C -3.26 1.69 -1.38
O -2.03 1.47 -1.81
C -3.97 0.76 -0.56
C -3.48 -0.60 -0.40
N -2.35 -0.92 -0.88
C -1.81 -2.20 -1.11
C -2.14 -3.38 -0.52
C -1.53 -4.59 -0.93
C -0.62 -4.61 -1.95
C -0.27 -3.40 -2.60
C 0.65 -3.33 -3.67
C 0.92 -2.14 -4.26
C 0.30 -0.98 -3.75
N -0.54 -0.99 -2.76
C -0.84 -2.20 -2.17
C -5.25 1.08 -0.08
H -5.65 4.09 -1.55
H -3.40 3.54 -2.42
H -4.16 -1.34 0.02
H -2.87 -3.39 0.28
H -1.80 -5.52 -0.44
H -0.18 -5.54 -2.28
H 1.12 -4.24 -4.03
H 1.61 -2.06 -5.09
H 0.51 -0.01 -4.18
H -5.78 0.37 0.53
C -0.75 3.11 2.01
N 0.20 2.11 2.53
C 1.44 2.69 3.04
P 0.21 0.60 1.95
O -0.79 0.35 0.85
O 1.70 0.14 1.58
P 2.28 -0.34 0.14
O 1.21 -0.40 -0.91
N 2.85 -1.82 0.57
C 3.71 -2.48 -0.42
C 1.84 -2.76 1.08
N 3.57 0.53 -0.25
C 3.59 1.48 -1.36
C 4.59 0.77 0.78
N -0.10 -0.49 3.15
C -1.49 -0.52 3.61
C 0.85 -0.57 4.27
H -1.20 3.64 2.84
H -1.53 2.63 1.43
H -0.22 3.81 1.36
H 1.22 3.36 3.87
H 1.94 3.24 2.24
H 2.12 1.92 3.40
H 4.45 -1.79 -0.81
H 3.13 -2.89 -1.26
H 4.23 -3.31 0.07
H 1.16 -2.28 1.78
H 2.34 -3.57 1.60
H 1.25 -3.19 0.26
H 2.85 1.20 -2.10
H 4.58 1.45 -1.82
H 3.37 2.49 -1.01
H 4.56 -0.01 1.54
H 4.42 1.74 1.26
H 5.58 0.77 0.33
H -2.18 -0.42 2.77
H -1.70 0.27 4.34
H -1.68 -1.48 4.09
H 1.87 -0.57 3.90
H 0.68 -1.50 4.80
H 0.72 0.26 4.97
C 0.42 3.37 -2.05
C 0.43 2.17 -1.12
O 1.15 2.29 -0.11
H 1.30 3.99 -1.92
H -0.47 3.97 -1.83
H 0.32 3.05 -3.09
```

As for the multiplicity: 2. As for the net charge: +1. Its orbital gap (spin up / spin down) is 6.02 / 6.33 eV. The energy above the lowest of the compared OMol25 structures with the same formula, charge and spin is 17.9 kcal/mol. Its expectation value of S² is 0.754. Its highest occupied orbital energy (spin up / spin down) is -9.382 / -9.666 eV.

Record 3
Below is a cluster of 8 separate species, C52H57F7N5 in total at a distorted geometry, with properties calculated with ωB97M-V/def2-TZVPD.

```
121
Properties=species:S:1:pos:R:3
N -1.51 6.37 -4.07
C -2.47 6.20 -3.27
C -2.54 6.91 -1.95
C -3.37 6.18 -0.91
C -4.83 6.10 -1.36
C -5.58 4.98 -0.67
N -4.76 3.72 -0.80
C -3.54 3.83 -0.28
N -3.02 2.95 0.52
C -3.65 1.71 0.97
C -2.58 0.63 1.13
C -1.68 0.44 -0.11
C -0.20 0.27 0.29
N 0.54 1.50 0.48
N -2.73 4.88 -0.64
H -1.68 5.77 -4.88
H -3.27 5.50 -3.51
H -2.88 7.92 -2.11
H -1.51 6.97 -1.59
H -3.32 6.81 -0.03
H -5.30 7.03 -1.07
H -4.97 6.00 -2.43
H -5.80 5.17 0.37
H -6.50 4.80 -1.21
H -5.31 2.97 -0.40
H -2.07 3.12 0.84
H -4.35 1.33 0.24
H -4.14 1.89 1.92
H -3.10 -0.31 1.30
H -1.99 0.83 2.02
H -1.99 -0.47 -0.61
H -1.79 1.24 -0.84
H -0.21 -0.27 1.23
H 0.25 -0.34 -0.48
H 0.71 1.99 -0.39
H 0.10 2.12 1.15
H -2.05 4.61 -1.34
F -0.93 -3.13 -1.38
C 0.31 -3.67 -1.36
C 0.94 -3.96 -2.56
C 2.21 -4.50 -2.53
C 2.84 -4.75 -1.32
C 2.19 -4.45 -0.13
C 0.92 -3.90 -0.15
H 0.43 -3.77 -3.49
H 2.72 -4.74 -3.46
H 3.83 -5.18 -1.30
H 2.67 -4.65 0.82
H 0.40 -3.65 0.77
F -5.51 9.94 -6.68
C -4.19 10.03 -6.42
C -3.45 11.05 -6.99
C -2.09 11.13 -6.72
C -1.49 10.19 -5.89
C -2.24 9.17 -5.34
C -3.60 9.08 -5.60
H -3.94 11.77 -7.63
H -1.51 11.93 -7.15
H -0.43 10.26 -5.68
H -1.78 8.43 -4.69
H -4.21 8.30 -5.17
F -2.28 -8.10 2.02
C -1.06 -8.26 1.46
C -0.57 -7.27 0.64
C 0.69 -7.43 0.07
C 1.43 -8.58 0.33
C 0.91 -9.57 1.17
C -0.34 -9.41 1.74
H -1.16 -6.39 0.44
H 1.09 -6.67 -0.57
H 2.40 -8.70 -0.11
H 1.48 -10.46 1.37
H -0.76 -10.16 2.40
F 2.44 10.11 -4.19
C 2.22 9.20 -3.23
C 2.73 9.42 -1.96
C 2.49 8.48 -0.97
C 1.75 7.34 -1.25
C 1.25 7.14 -2.53
C 1.48 8.08 -3.53
H 3.31 10.31 -1.77
H 2.89 8.64 0.02
H 1.57 6.61 -0.48
H 0.67 6.25 -2.76
H 1.08 7.94 -4.53
F -3.40 9.51 -0.65
C -4.47 10.11 -0.06
C -5.73 9.90 -0.59
C -6.81 10.51 0.02
C -6.62 11.32 1.13
C -5.35 11.52 1.64
C -4.26 10.91 1.04
H -5.85 9.27 -1.46
H -7.81 10.35 -0.37
H -7.47 11.80 1.60
H -5.20 12.16 2.50
H -3.25 11.05 1.42
F 1.73 -12.16 2.70
C 2.84 -12.30 3.45
C 2.95 -13.37 4.31
C 4.09 -13.51 5.07
C 5.12 -12.58 4.97
C 4.99 -11.50 4.11
C 3.85 -11.36 3.33
H 2.14 -14.09 4.37
H 4.19 -14.35 5.74
H 6.01 -12.69 5.57
H 5.78 -10.77 4.03
H 3.73 -10.53 2.65
F 6.85 -14.40 6.83
C 8.10 -14.70 6.42
C 8.34 -14.92 5.08
C 9.62 -15.22 4.67
C 10.65 -15.32 5.60
C 10.39 -15.10 6.94
C 9.11 -14.78 7.36
H 7.52 -14.84 4.38
H 9.82 -15.39 3.62
H 11.65 -15.56 5.27
H 11.19 -15.17 7.67
H 8.89 -14.60 8.41
```

As for the multiplicity: 1. As for the net charge: +1. Its orbital gap is 7.30 eV. The energy above the lowest of the compared OMol25 structures with the same formula, charge and spin is 0.0 kcal/mol. Its highest occupied orbital energy is -10.172 eV.

Record 4
Below is the ion C19H28NO3 with charge +1, with properties calculated with ωB97M-V/def2-TZVPD.

```
51
Properties=species:S:1:pos:R:3
C -1.15 -1.84 1.35
C -0.36 -2.62 0.63
C -0.51 -2.89 -0.84
C -1.67 -2.18 -1.47
C -2.96 -2.70 -1.33
C -4.05 -2.06 -1.88
C -3.87 -0.90 -2.61
C -2.60 -0.38 -2.78
C -1.50 -1.00 -2.20
O -0.19 -0.55 -2.36
C 0.05 0.82 -2.37
C 0.07 1.39 -0.93
C 1.01 0.55 -0.06
N 1.49 1.27 1.14
C 1.82 0.36 2.27
C 3.09 -0.44 1.99
C 4.26 0.51 1.74
C 3.92 1.46 0.60
C 2.62 2.20 0.88
H 2.74 2.82 1.76
H 2.36 2.84 0.04
H 4.71 2.20 0.48
H 3.86 0.90 -0.34
H 5.16 -0.06 1.51
H 4.46 1.08 2.65
H 3.29 -1.08 2.85
H 2.94 -1.09 1.12
H 0.97 -0.30 2.44
H 1.97 0.98 3.16
H 0.65 1.84 1.44
H 1.86 0.23 -0.67
H 0.46 -0.35 0.26
H 0.38 2.44 -0.96
O -1.30 1.34 -0.49
C -1.68 1.86 0.67
O -0.89 2.30 1.49
C -3.15 1.84 0.84
H -3.41 1.58 1.86
H -3.54 2.84 0.64
H -3.61 1.15 0.13
H 1.03 0.96 -2.82
H -0.69 1.38 -2.95
H -2.47 0.52 -3.37
H -4.71 -0.40 -3.07
H -5.04 -2.47 -1.76
H -3.09 -3.61 -0.77
H -0.63 -3.97 -0.97
H 0.42 -2.61 -1.35
H 0.46 -3.14 1.10
H -1.01 -1.71 2.41
H -2.00 -1.33 0.92
```

As for the multiplicity: 1. Its SMILES is C=CCc1ccccc1OC[C@H](C[NH+]1CCCCC1)OC(C)=O. As for the net charge: +1. Its orbital gap is 9.23 eV. The energy above the lowest of the compared OMol25 structures with the same formula, charge and spin is 9.1 kcal/mol. Its highest occupied orbital energy is -11.338 eV.

Record 5
Below is a structure of composition C19H43OP3RuS at a distorted geometry, with properties calculated with ωB97M-V/def2-TZVPD.

```
68
Properties=species:S:1:pos:R:3
Ru 0.13 -0.62 1.00
P -1.63 -2.01 1.33
P 1.38 -1.08 2.80
P 1.41 -1.74 -0.56
H -0.63 6.05 -6.21
C -0.69 5.15 -6.83
C -1.88 4.61 -7.14
H -2.82 5.05 -6.78
C -3.13 -1.21 2.02
C -1.39 -3.46 2.39
C -2.23 -2.61 -0.29
C 2.96 -0.15 2.90
C 0.62 -0.66 4.43
C 1.91 -2.82 3.03
C 0.89 -1.67 -2.32
C 1.61 -3.57 -0.39
C 3.14 -1.11 -0.68
H 0.24 4.74 -7.22
H -1.96 3.73 -7.79
H -3.31 -0.27 1.48
H -2.98 -0.98 3.08
H -4.00 -1.86 1.92
H -1.12 -3.14 3.40
H -0.59 -4.10 2.00
H -2.32 -4.06 2.45
H -2.57 -1.74 -0.87
H -3.06 -3.32 -0.16
H -1.42 -3.11 -0.83
H 3.50 -0.38 3.83
H 2.75 0.93 2.87
H 3.60 -0.40 2.05
H 1.26 -1.00 5.25
H -0.37 -1.14 4.53
H 0.48 0.42 4.51
H 2.99 -2.87 3.22
H 1.69 -3.40 2.13
H 1.39 -3.28 3.88
H 1.34 -2.49 -2.90
H 1.18 -0.72 -2.78
H -0.21 -1.76 -2.39
H 1.79 -4.03 -1.37
H 0.69 -4.01 0.02
H 2.45 -3.82 0.26
H 3.62 -1.44 -1.61
H 3.75 -1.46 0.17
H 3.10 -0.02 -0.67
C -0.69 1.23 -1.73
C 0.47 2.08 -1.67
C 0.84 2.87 -2.75
C 0.09 2.83 -3.94
C -1.00 1.96 -4.05
C -1.39 1.19 -2.98
O -1.10 0.53 -0.73
H 1.31 0.39 0.66
H 1.05 2.06 -0.75
H 1.71 3.51 -2.66
H 0.37 3.47 -4.77
H -1.55 1.90 -5.00
H -2.24 0.50 -3.05
C -2.22 2.15 3.61
S -1.10 1.48 2.34
C 0.13 2.78 2.22
H -2.77 2.99 3.18
H -1.67 2.48 4.49
H -2.93 1.37 3.89
H 0.40 2.86 1.16
H 1.02 2.50 2.80
H -0.29 3.72 2.58
```

As for the multiplicity: 6. As for the net charge: +3. Its orbital gap (spin up / spin down) is 4.96 / 2.21 eV. The energy above the lowest of the compared OMol25 structures with the same formula, charge and spin is 0.0 kcal/mol. Its expectation value of S² is 8.809. Its highest occupied orbital energy (spin up / spin down) is -14.481 / -16.075 eV.